The following is a DFT calculation (ωB97M-V/def2-TZVPD) of 10 unconnected molecules or ions with the total composition C60H150N10O20.

Geometry as XYZ:
```
240
Properties=species:S:1:pos:R:3:mulliken_charge:R:1
C 7.46 -9.35 -17.58 -0.35
O 7.44 -10.69 -17.27 -0.30
C 7.00 -11.50 -18.35 -0.78
C 6.83 -13.06 -18.13 -0.58
N 5.79 -13.27 -17.14 -0.25
C 5.74 -14.70 -16.66 -0.79
C 4.75 -14.68 -15.51 -0.52
O 5.00 -13.54 -14.60 -0.34
C 3.92 -13.39 -13.70 -0.65
H 8.08 -9.08 -18.44 0.37
H 7.94 -8.82 -16.76 -0.05
H 6.46 -8.92 -17.62 0.20
H 7.75 -11.33 -19.12 0.46
H 6.09 -11.00 -18.70 0.40
H 7.81 -13.36 -17.76 0.35
H 6.66 -13.55 -19.09 0.35
H 5.86 -12.59 -16.40 0.29
H 6.70 -15.14 -16.40 0.39
H 5.39 -15.40 -17.43 0.33
H 4.78 -15.65 -15.02 0.39
H 3.79 -14.64 -16.01 0.33
H 2.93 -13.50 -14.14 0.35
H 4.05 -12.45 -13.15 0.07
H 3.97 -14.10 -12.88 0.37
C -5.31 -3.49 -14.20 -0.66
O -4.05 -2.99 -14.57 0.22
C -3.94 -2.25 -15.77 -1.22
C -2.50 -1.78 -16.22 -0.14
N -1.65 -2.84 -16.69 -0.24
C -1.40 -3.81 -15.69 -0.21
C 0.01 -4.61 -15.92 -0.08
O 1.00 -3.65 -16.11 0.64
C 2.34 -4.15 -15.98 -0.41
H -5.99 -2.64 -14.09 0.42
H -5.19 -3.88 -13.19 0.00
H -5.68 -4.24 -14.90 0.26
H -4.49 -1.33 -15.59 0.53
H -4.38 -2.76 -16.63 0.38
H -2.00 -1.24 -15.42 0.02
H -2.55 -1.05 -17.02 0.59
H -0.75 -2.44 -16.90 -0.24
H -2.21 -4.52 -15.82 0.56
H -1.38 -3.37 -14.69 -0.12
H -0.12 -5.29 -16.76 0.39
H 0.33 -5.13 -15.02 -0.67
H 2.50 -4.74 -15.09 -0.19
H 3.08 -3.35 -16.07 0.18
H 2.55 -4.79 -16.84 0.28
C 6.09 -8.68 -7.02 -0.82
O 4.88 -8.84 -7.80 -0.36
C 4.99 -8.86 -9.21 -0.47
C 3.68 -9.44 -9.86 -0.61
N 3.64 -9.24 -11.30 0.03
C 2.54 -9.90 -11.97 -0.97
C 2.71 -9.76 -13.54 0.11
O 1.80 -10.61 -14.18 -0.40
C 1.96 -10.65 -15.58 -0.81
H 6.53 -7.71 -7.26 0.32
H 6.75 -9.54 -7.16 0.34
H 5.90 -8.69 -5.95 0.26
H 5.91 -9.36 -9.50 0.54
H 5.36 -7.92 -9.63 0.22
H 2.77 -9.08 -9.37 0.21
H 3.66 -10.50 -9.59 0.49
H 3.59 -8.24 -11.46 -0.01
H 1.65 -9.31 -11.79 0.14
H 2.28 -10.91 -11.66 0.58
H 3.74 -9.99 -13.82 0.47
H 2.59 -8.72 -13.85 -0.18
H 3.00 -10.89 -15.78 0.36
H 1.63 -9.78 -16.15 0.27
H 1.38 -11.43 -16.07 0.30
C 6.05 -1.77 -13.03 -0.30
O 7.12 -2.65 -12.83 -0.26
C 7.71 -3.17 -14.02 -0.50
C 8.97 -3.98 -13.80 -1.04
N 8.59 -5.28 -13.18 0.08
C 9.77 -6.13 -13.17 -0.79
C 9.97 -6.95 -14.46 -0.45
O 11.40 -7.04 -14.83 -0.43
C 12.10 -7.89 -13.98 -0.80
H 6.34 -0.77 -13.36 0.61
H 5.47 -1.60 -12.12 -0.45
H 5.37 -2.16 -13.79 0.24
H 8.01 -2.26 -14.54 0.52
H 6.95 -3.61 -14.68 0.22
H 9.71 -3.49 -13.16 0.39
H 9.43 -4.18 -14.77 0.44
H 8.32 -5.17 -12.22 0.17
H 9.57 -6.74 -12.29 0.43
H 10.66 -5.56 -12.88 0.37
H 9.43 -6.50 -15.28 0.36
H 9.48 -7.93 -14.49 0.32
H 11.55 -8.71 -13.51 0.34
H 12.47 -7.30 -13.14 0.29
H 12.86 -8.37 -14.60 0.28
C -2.34 -8.46 -5.90 -0.59
O -3.43 -7.56 -5.45 -0.42
C -3.12 -6.21 -5.64 -1.14
C -2.75 -5.80 -7.07 0.76
N -2.74 -4.33 -7.11 -0.36
C -2.27 -3.83 -8.40 -0.03
C -3.23 -4.09 -9.59 -0.65
O -2.98 -5.40 -10.14 -0.01
C -3.87 -5.82 -11.08 -0.59
H -1.39 -8.01 -5.63 0.24
H -2.43 -8.70 -6.96 0.21
H -2.48 -9.36 -5.30 0.29
H -2.23 -5.98 -5.05 0.47
H -3.87 -5.49 -5.31 0.43
H -3.53 -6.32 -7.62 -0.01
H -1.78 -6.21 -7.37 -0.18
H -2.31 -3.98 -6.26 0.35
H -1.25 -4.10 -8.67 -0.27
H -2.20 -2.75 -8.26 0.25
H -3.02 -3.27 -10.28 0.17
H -4.29 -4.04 -9.34 0.55
H -4.91 -5.86 -10.74 0.33
H -3.66 -6.81 -11.48 0.43
H -3.79 -5.15 -11.93 -0.30
C 2.87 0.03 -12.25 -0.31
O 3.07 -0.20 -13.65 -0.58
C 1.95 -0.67 -14.45 0.69
C 2.27 -0.56 -15.93 -0.97
N 1.19 -1.14 -16.75 -0.11
C 1.46 -1.14 -18.19 -0.73
C 0.47 -2.04 -19.05 -0.17
O 0.95 -2.05 -20.41 -0.41
C 0.19 -2.89 -21.30 -0.71
H 3.81 0.32 -11.79 0.21
H 2.49 -0.82 -11.68 -0.17
H 2.15 0.84 -12.18 0.50
H 1.00 -0.18 -14.24 0.40
H 1.73 -1.71 -14.20 -0.62
H 3.17 -1.10 -16.22 0.39
H 2.46 0.48 -16.18 0.45
H 0.93 -2.07 -16.44 0.26
H 2.44 -1.57 -18.37 0.35
H 1.49 -0.15 -18.66 0.37
H -0.55 -1.66 -19.01 0.28
H 0.50 -3.04 -18.60 0.19
H -0.17 -3.83 -20.88 0.27
H 0.75 -3.14 -22.20 0.28
H -0.71 -2.34 -21.60 0.29
C -2.25 -1.30 -12.71 -0.02
O -1.67 -0.86 -11.50 -0.59
C -0.45 -1.41 -11.13 1.53
C 0.12 -0.96 -9.78 -0.56
N 0.23 0.49 -9.77 -0.16
C 0.77 0.88 -8.52 -0.46
C -0.23 0.70 -7.30 -0.65
O -1.40 1.42 -7.50 -0.32
C -1.35 2.79 -7.36 -0.73
H -1.64 -1.08 -13.59 -0.22
H -3.22 -0.84 -12.89 0.29
H -2.45 -2.37 -12.71 -0.01
H 0.34 -1.09 -11.81 -0.77
H -0.49 -2.50 -11.13 -0.05
H 1.04 -1.51 -9.57 -0.27
H -0.57 -1.26 -8.99 0.44
H -0.70 0.88 -9.77 0.36
H 1.05 1.93 -8.47 0.51
H 1.65 0.27 -8.32 0.07
H 0.28 0.97 -6.38 0.46
H -0.45 -0.37 -7.22 0.26
H -0.93 3.08 -6.40 0.33
H -2.35 3.23 -7.39 0.26
H -0.78 3.28 -8.15 0.30
C 1.19 -6.32 -7.91 0.20
O 2.20 -5.33 -7.78 -0.23
C 3.52 -5.87 -7.56 0.15
C 4.42 -4.85 -6.79 -1.35
N 4.98 -3.80 -7.65 -0.15
C 3.98 -2.83 -8.20 -0.67
C 4.72 -2.05 -9.29 0.61
O 5.95 -1.39 -8.78 -0.51
C 6.50 -0.38 -9.61 -0.43
H 0.27 -5.78 -8.14 -0.67
H 1.01 -6.98 -7.06 0.52
H 1.30 -7.02 -8.74 0.05
H 4.00 -6.23 -8.47 -0.27
H 3.52 -6.76 -6.93 0.59
H 5.19 -5.39 -6.25 0.57
H 3.72 -4.44 -6.06 0.34
H 5.81 -3.35 -7.29 0.31
H 3.60 -2.10 -7.48 0.76
H 3.01 -3.19 -8.52 -0.05
H 3.95 -1.38 -9.66 0.00
H 4.91 -2.69 -10.15 -0.26
H 6.86 -0.93 -10.48 0.04
H 7.32 0.17 -9.15 0.35
H 5.78 0.34 -10.01 0.21
C -0.82 -9.16 -13.53 -0.79
O -2.14 -8.68 -13.29 -0.41
C -2.67 -8.15 -14.52 -0.67
C -4.10 -7.55 -14.34 0.38
N -5.00 -8.54 -13.81 -0.48
C -6.16 -7.86 -13.30 0.03
C -6.86 -8.54 -12.13 -1.11
O -5.92 -8.43 -11.09 -0.09
C -6.49 -8.91 -9.85 -0.88
H -0.27 -8.37 -14.05 0.24
H -0.86 -10.07 -14.13 0.45
H -0.33 -9.53 -12.63 0.34
H -2.62 -8.99 -15.22 0.44
H -2.05 -7.33 -14.90 0.20
H -4.45 -7.16 -15.29 0.45
H -4.06 -6.68 -13.69 -0.51
H -4.59 -9.02 -13.02 0.39
H -6.85 -7.81 -14.15 0.43
H -5.86 -6.88 -12.96 -0.12
H -7.28 -9.53 -12.31 0.46
H -7.74 -7.91 -11.94 0.46
H -6.71 -9.97 -9.97 0.33
H -7.38 -8.37 -9.53 0.35
H -5.84 -8.75 -8.98 0.20
C 4.53 -7.56 -15.74 -1.51
O 4.23 -6.68 -14.72 0.39
C 5.29 -6.36 -13.81 -1.64
C 4.67 -5.38 -12.79 -0.07
N 3.58 -6.10 -12.13 0.95
C 2.91 -5.30 -11.10 -0.97
C 1.98 -4.17 -11.70 -0.70
O 1.14 -4.63 -12.75 1.10
C 0.17 -5.57 -12.22 -0.49
H 5.21 -7.09 -16.45 0.42
H 3.69 -7.90 -16.35 0.29
H 5.14 -8.37 -15.32 0.46
H 6.16 -5.91 -14.29 0.59
H 5.64 -7.27 -13.32 0.40
H 4.41 -4.44 -13.28 -0.45
H 5.50 -5.13 -12.13 0.58
H 2.92 -6.19 -12.88 0.16
H 3.65 -4.73 -10.53 0.88
H 2.33 -5.81 -10.33 -0.89
H 2.67 -3.49 -12.20 -0.30
H 1.44 -3.72 -10.87 0.08
H -0.50 -5.27 -11.42 0.20
H 0.62 -6.53 -11.94 -0.24
H -0.53 -5.87 -13.00 0.08
```

The structure (SMILES) is COCCNCCOC.COCCNCCOC.COCCNCCOC.COCCNCCOC.COCCNCCOC.COCCNCCOC.COCCNCCOC.COCCNCCOC.COCCNCCOC.COCCNCCOC. The value obtained for the HOMO-LUMO gap is 8.76 eV. The calculation puts the electronic energy at -4427.75785 Ha. Its strongest force on any atom is 3.0 eV/Å. The energy above the lowest of the compared OMol25 structures with the same formula, charge and spin is 5.492 eV. As for the total charge: 0.